A | The following is a DFT calculation (the ωB97M-V functional and the def2-TZVPD basis) of a 2-piece molecular cluster, C11H9NS2 overall.

Values from the calculation:
LUMO (alpha / beta): 0.010 / -0.060 Eh
E_HOMO (alpha / beta): -7.331 / -8.589 eV

Last column: Löwdin charge in e.
CARTESIAN COORDINATES (ANGSTROEM)
C: 0.504 1.863 -0.684  -0.2905
C: -3.348 0.121 -0.897  -0.1752
C: 2.929 -2.097 -0.123  -0.1772
C: -2.136 0.818 -0.912  -0.1069
C: 1.599 -1.687 -0.264  -0.1295
C: -3.203 -1.187 -0.536  -0.3963
C: 3.799 -1.052 -0.006  -0.3990
C: -1.044 0.037 -0.565  -0.4717
C: 1.453 -0.311 -0.267  -0.4725
C: -0.385 1.799 2.232  0.0992
C: 0.299 0.489 -0.463  -0.2766
N: 0.690 2.975 -0.912  0.1950
S: -1.568 -1.592 -0.212  1.0619
S: 3.012 0.469 -0.076  1.0634
H: -4.297 0.564 -1.142  0.1055
H: 3.235 -3.128 -0.121  0.1050
H: -2.041 1.858 -1.173  0.1149
H: 0.781 -2.370 -0.390  0.0516
H: -3.955 -1.945 -0.448  0.0631
H: 4.864 -1.090 0.115  0.0634
H: 0.584 1.584 2.628  -0.0090
H: -0.574 2.752 1.789  -0.0101
H: -1.198 1.132 2.427  -0.0084


B | The following is a DFT calculation (the ωB97M-V functional and the def2-TZVPD basis) of C11H9NS2 as an isolated structure.

Values from the calculation:
LUMO: -0.015 Eh
E_HOMO: -8.074 eV

Last column: Löwdin charge in e.
CARTESIAN COORDINATES (ANGSTROEM)
C: 0.859 -1.707 -0.879  -0.5534
C: 1.597 -1.345 -1.992  -0.1189
C: 2.459 -0.247 -1.836  -0.0523
C: 2.458 0.594 -0.625  -0.1043
C: 1.783 0.153 0.383  -0.1068
C: 0.975 -1.038 0.386  -0.3669
C: -0.831 -0.707 1.965  -0.1647
C: -1.473 0.287 1.246  -0.4836
C: -1.294 1.017 0.042  -0.0930
C: -2.188 2.042 -0.182  -0.1884
C: -3.032 2.212 0.834  -0.4153
H: 0.260 -4.176 0.288  0.0717
H: 1.420 -1.955 -2.802  0.0733
H: 3.051 -0.126 -2.736  0.0893
H: 2.912 1.555 -0.767  0.1024
H: 1.541 0.934 1.233  0.1627
H: -1.215 -0.749 3.043  0.1280
H: -0.405 0.789 -0.668  0.1414
H: -2.356 2.568 -1.049  0.0884
H: -3.638 2.963 1.277  0.0542
N: 0.309 -1.304 1.551  0.0831
S: -0.520 -2.969 -0.845  0.5930
S: -2.671 1.210 2.132  1.0601


Winner for stability: A


A | The following is a DFT calculation (the ωB97M-V functional and the def2-TZVPD basis) of a 2-piece molecular cluster, CH5N2PS overall.

Values from the calculation:
LUMO (alpha / beta): -0.042 / -0.045 Eh
E_HOMO (alpha / beta): -8.537 / -8.515 eV

Last column: Löwdin charge in e.
CARTESIAN COORDINATES (ANGSTROEM)
C: 1.256 0.941 -0.382  -0.0791
N: 1.942 -0.265 0.125  -0.1059
N: 1.386 -1.305 0.331  -0.5738
P: -2.381 -0.002 -0.109  0.5665
S: -0.024 -1.988 0.256  0.5843
H: 1.524 1.628 0.409  0.0803
H: 0.296 0.659 -0.554  -0.0593
H: 1.667 1.381 -1.362  0.1145
H: -3.575 -0.775 0.154  -0.1990
H: -2.090 -0.274 1.132  -0.3285


B | The following is a DFT calculation (the ωB97M-V functional and the def2-TZVPD basis) of a 2-piece molecular cluster, CH5N2PS overall.

Values from the calculation:
LUMO: 0.022 Eh
structure (SMILES): N=C=NP.S
E_HOMO: -9.099 eV

Last column: Löwdin charge in e.
CARTESIAN COORDINATES (ANGSTROEM)
N: 1.550 -0.893 -1.895  0.0881
C: 1.880 -0.573 -0.743  -0.4044
N: 2.078 -0.028 0.323  -0.2357
P: 1.411 0.431 1.892  0.7589
H: 2.073 -1.489 -2.476  0.0535
H: 1.059 1.707 1.499  -0.1413
H: 2.811 0.658 2.337  -0.0883
S: -1.302 0.267 -1.238  0.4527
H: -2.411 -0.207 -1.960  -0.1718
H: -0.339 -0.548 -1.530  -0.3117


Winner for stability: B


A | The following is a DFT calculation (the ωB97M-V functional and the def2-TZVPD basis) of an isolated molecule of CH5BO2.

Values from the calculation:
LUMO: 0.011 Eh
structure (SMILES): CB(O)O
E_HOMO: -11.618 eV

Last column: Löwdin charge in e.
CARTESIAN COORDINATES (ANGSTROEM)
C: 0.098 -0.661 -1.055  0.0216
B: -0.158 0.120 0.287  -0.6385
O: -1.237 1.027 0.437  0.1377
O: 0.867 0.092 1.193  0.1389
H: 0.174 -1.733 -1.063  0.0617
H: 1.073 -0.383 -1.195  0.0350
H: -0.571 -0.497 -1.861  0.0554
H: -0.941 1.522 1.174  0.0567
H: 0.696 0.512 2.082  0.1314


B | The following is a DFT calculation (the ωB97M-V functional and the def2-TZVPD basis) of an isolated molecule of CH5BO2.

Values from the calculation:
LUMO: 0.018 Eh
structure (SMILES): CB(O)O
E_HOMO: -11.451 eV

Last column: Löwdin charge in e.
CARTESIAN COORDINATES (ANGSTROEM)
C: -0.266 -0.547 0.927  0.0062
B: 0.215 0.266 -0.316  -0.6753
O: 1.494 0.869 -0.310  0.1201
O: -0.556 0.357 -1.440  0.1381
H: 0.158 -0.007 1.747  0.0563
H: 0.065 -1.585 0.932  0.0714
H: -1.354 -0.535 1.006  0.0621
H: 1.691 1.257 -1.174  0.0959
H: -1.447 -0.074 -1.371  0.1253


Winner for stability: B


A | The following is a DFT calculation (the ωB97M-V functional and the def2-TZVPD basis) of a 2-piece molecular cluster, CHN4S overall.

Values from the calculation:
LUMO (alpha / beta): 0.057 / 0.056 Eh
E_HOMO (alpha / beta): -5.240 / -5.196 eV
charge: -1

Last column: Löwdin charge in e.
CARTESIAN COORDINATES (ANGSTROEM)
C: -0.102 0.422 0.084  -0.3719
N: -1.062 0.819 0.915  -0.0881
N: 0.613 1.454 -0.358  -0.0854
N: -0.915 2.132 0.986  -0.1864
N: 0.066 2.500 0.236  -0.2301
S: 1.434 3.584 2.634  -0.0897
H: 0.070 -0.596 -0.204  0.0516


B | The following is a DFT calculation (the ωB97M-V functional and the def2-TZVPD basis) of a 2-piece molecular cluster, CHN4S overall.

Values from the calculation:
LUMO: 0.101 Eh
E_HOMO: -1.502 eV
charge: -1

Last column: Löwdin charge in e.
CARTESIAN COORDINATES (ANGSTROEM)
C: -1.515 0.222 0.118  -0.2027
N: -2.680 0.548 -0.047  -0.4986
N: 1.624 -0.341 0.081  0.2133
N: -3.819 0.786 0.071  -0.1063
N: 2.764 -0.502 0.034  -0.7445
S: 4.237 -1.009 0.030  0.5339
H: -0.612 0.295 -0.287  -0.1952


Winner for stability: A


A | The following is a DFT calculation (the ωB97M-V functional and the def2-TZVPD basis) of C2H5HgO2 as an isolated structure.

Values from the calculation:
LUMO (alpha / beta): -0.288 / -0.280 Eh
E_HOMO (alpha / beta): -12.723 / -13.269 eV
charge: +1

Last column: Löwdin charge in e.
CARTESIAN COORDINATES (ANGSTROEM)
O: -1.881 -1.560 0.749  -0.5827
Hg: -0.159 -1.510 0.389  1.3318
C: -2.853 -5.184 0.300  0.0059
O: -1.760 -5.028 -0.717  -0.1372
C: -1.432 -3.856 -1.098  -0.0182
H: -2.456 -5.861 1.065  0.1029
H: -3.254 -4.254 0.721  0.0861
H: -3.674 -5.687 -0.224  0.1013
H: -0.505 -3.989 -1.700  0.0344
H: -2.657 -1.539 0.078  0.0757


B | The following is a DFT calculation (the ωB97M-V functional and the def2-TZVPD basis) of C2H5HgO2 as an isolated structure.

Values from the calculation:
LUMO: -0.281 Eh
E_HOMO: -15.036 eV
charge: +1

Last column: Löwdin charge in e.
CARTESIAN COORDINATES (ANGSTROEM)
O: 0.228 -1.077 0.209  -0.5895
Hg: -1.203 -1.292 -0.774  1.4374
C: 0.480 -0.646 1.606  -0.1153
O: -1.054 1.143 -0.876  -0.1361
C: -0.279 1.250 -1.804  -0.1096
H: -0.277 -0.050 2.146  0.0908
H: 0.549 -1.582 2.194  0.0877
H: 1.443 -0.118 1.721  0.1015
H: -0.606 1.742 -2.744  0.1102
H: 0.720 0.629 -1.677  0.1231


Winner for stability: B


A | The following is a DFT calculation (the ωB97M-V functional and the def2-TZVPD basis) of an isolated molecule of CH4N3P.

Values from the calculation:
LUMO: 0.024 Eh
structure (SMILES): C1N=NNP1
E_HOMO: -8.947 eV

Last column: Löwdin charge in e.
CARTESIAN COORDINATES (ANGSTROEM)
C: 0.336 -1.069 -0.310  -0.4539
N: -1.045 -0.810 0.052  -0.1028
N: -1.354 0.354 0.056  -0.2002
N: -0.520 1.336 -0.079  -0.2499
P: 1.313 0.637 -0.069  0.8577
H: 0.763 -1.671 0.527  0.0528
H: 0.239 -1.432 -1.386  0.0826
H: -0.844 2.309 -0.193  0.0863
H: 1.112 0.346 1.403  -0.0725


B | The following is a DFT calculation (the ωB97M-V functional and the def2-TZVPD basis) of CH4N3P as an isolated structure.

Values from the calculation:
LUMO: 0.017 Eh
E_HOMO: -9.115 eV

Last column: Löwdin charge in e.
CARTESIAN COORDINATES (ANGSTROEM)
C: 0.705 0.605 -0.487  -0.5178
N: 0.405 -0.583 -1.248  -0.0315
N: -0.590 -1.097 -0.783  -0.1137
N: -1.234 -0.460 0.212  -0.3488
P: -0.415 0.806 0.931  0.8388
H: 1.638 0.589 0.028  0.0223
H: 0.617 1.593 -1.053  0.0823
H: -1.849 -1.162 0.565  0.0783
H: 0.725 -0.292 1.835  -0.0099


Winner for stability: A